(1)
Molecular formula: C3H3Cl2NO
Method: DFT, the ωB97M-V functional and the def2-TZVPD basis

```
10
C3H3Cl2NO the ωB97M-V functional and the def2-TZVPD basis
C -1.436 -1.347 -0.716
C 0.093 -0.002 0.348
C -0.705 -2.352 -0.088
N -0.738 0.090 -0.614
O -2.543 -1.402 -1.167
Cl 1.082 -2.205 0.063
Cl -1.184 -3.993 -0.589
H -0.011 -0.427 1.380
H 0.862 0.706 0.432
H -0.509 0.565 -1.437
```

Properties
E_tot = -31738.5237 eV
Spin multiplicity = 1
ΔE to the lowest compared entry with this formula, charge and spin = 73.3 kcal per mole
Total charge = 0
HOMO level (alpha / beta) = -0.292 / -0.292 Ha

Atomic partial charges in e from the natural (NBO) method, atoms 1 to 2: C 0.51; C 0.07

---

(2)
Molecular formula: C3H3Cl2NS
Method: DFT, the ωB97M-V functional and the def2-TZVPD basis

```
10
C3H3Cl2NS the ωB97M-V functional and the def2-TZVPD basis
S -3.335 0.231 -0.358
C -1.824 -0.267 0.125
N -0.555 0.403 0.228
C 0.592 -0.282 0.195
C 1.747 0.208 0.038
Cl 3.099 -0.878 -0.309
Cl 2.045 1.809 -0.147
H -1.727 -1.314 0.361
H -0.521 1.472 -0.334
H 0.480 -1.382 0.201
```

Properties
E_tot = -40527.8806 eV
Spin multiplicity = 1
SMILES = S=CNC=C(Cl)Cl
ΔE to the lowest compared entry with this formula, charge and spin = 26.2 kcal per mole
Total charge = 0
HOMO level = -0.324 Ha

Atomic partial charges in e from the natural (NBO) method, atoms 1 to 2: S -0.05; C -0.07

---

(3)
Molecular formula: C3H3Cl2O2
Method: DFT, the ωB97M-V functional and the def2-TZVPD basis

```
10
C3H3Cl2O2 the ωB97M-V functional and the def2-TZVPD basis
C -0.996 -0.513 1.184
C 1.124 -0.421 -0.989
C -0.473 0.744 0.140
O -0.303 -0.561 2.187
O -1.930 -1.093 0.669
Cl 0.262 2.081 0.912
Cl -1.380 1.384 -1.110
H 1.750 -0.423 -0.174
H 0.521 -1.273 -0.910
H 1.427 0.075 -1.909
```

Properties
E_tot = -32298.5472 eV
Spin multiplicity = 1
ΔE to the lowest compared entry with this formula, charge and spin = 59.5 kcal per mole
Total charge = -1
HOMO level = -0.145 Ha

Atomic partial charges in e from the natural (NBO) method, atoms 1 to 2: C 0.79; C -0.61

---

(4)
Molecular formula: C3H3ClF2O
Method: DFT, the ωB97M-V functional and the def2-TZVPD basis

```
10
C3H3ClF2O the ωB97M-V functional and the def2-TZVPD basis
C -1.506 0.128 -0.179
O -0.663 -0.835 0.516
C 0.629 -0.861 0.172
F 1.062 -2.048 0.524
C 1.719 0.421 0.350
F 2.775 0.108 -0.471
Cl 1.198 2.000 0.162
H -2.382 0.207 0.395
H -1.754 -0.268 -1.222
H -1.078 1.148 -0.245
```

Properties
E_tot = -23160.5930 eV
Spin multiplicity = 1
SMILES = CO/C(F)=C(/F)Cl
ΔE to the lowest compared entry with this formula, charge and spin = 51.2 kcal per mole
Total charge = 0
HOMO level (alpha / beta) = -0.317 / -0.309 Ha

Atomic partial charges in e from the natural (NBO) method, atoms 1 to 2: C -0.27; O -0.49

---

(5)
Molecular formula: C3H3ClF2OS
Method: DFT, the ωB97M-V functional and the def2-TZVPD basis

```
11
C3H3ClF2OS the ωB97M-V functional and the def2-TZVPD basis
F -1.171 -0.381 1.219
C -0.125 -1.069 0.794
F 0.896 -0.954 1.692
Cl -0.616 -2.727 0.715
C 0.307 -0.541 -0.560
O 0.837 0.775 -0.479
C -0.044 1.811 -0.471
S 0.449 3.347 -0.511
H -0.545 -0.586 -1.128
H 1.076 -1.217 -0.951
H -1.063 1.540 -0.320
```

Properties
E_tot = -33998.8863 eV
Spin multiplicity = 1
SMILES = FC(F)(Cl)COC=S
ΔE to the lowest compared entry with this formula, charge and spin = 1.3 kcal per mole
Total charge = 0
HOMO level = -0.339 Ha

Atomic partial charges in e from the natural (NBO) method, atoms 1 to 2: F -0.32; C 0.63

---

(6)
Molecular formula: C3H3ClFNO
Method: DFT, the ωB97M-V functional and the def2-TZVPD basis

```
10
C3H3ClFNO the ωB97M-V functional and the def2-TZVPD basis
O -1.233 -1.220 -0.574
N -1.732 -0.104 0.071
C -0.854 0.788 0.270
C 0.557 0.755 -0.039
C 1.409 -0.257 0.174
F 1.035 -1.391 0.739
Cl 3.087 -0.234 -0.210
H -2.017 -1.773 -0.702
H -1.246 1.749 0.721
H 0.994 1.687 -0.449
```

Properties
E_tot = -21934.5720 eV
Spin multiplicity = 1
SMILES = O/N=C\C=C(/F)Cl
ΔE to the lowest compared entry with this formula, charge and spin = 49.6 kcal per mole
Total charge = 0
HOMO level = -0.344 Ha

Atomic partial charges in e from the natural (NBO) method, atoms 1 to 2: O -0.56; N -0.10

---

(7)
Molecular formula: C3H3ClFNO3
Method: DFT, the ωB97M-V functional and the def2-TZVPD basis

```
12
C3H3ClFNO3 the ωB97M-V functional and the def2-TZVPD basis
C -1.229 0.356 0.758
C 0.164 0.108 0.089
C -2.400 0.410 -0.236
N -3.608 1.093 0.129
O -4.058 1.077 1.276
O -1.602 0.500 1.893
O -4.145 1.650 -0.802
F -2.103 0.552 -1.500
Cl -2.499 -2.781 -0.176
H -0.196 -0.674 -0.661
H 0.896 -0.409 0.830
H 0.606 0.968 -0.377
```

Properties
E_tot = -26024.7861 eV
Expectation value of S² = 2.01
Spin multiplicity = 3
Total charge = 0
HOMO level (alpha / beta) = -0.375 / -0.384 Ha

Atomic partial charges in e from the natural (NBO) method, atoms 1 to 2: C 0.48; C -0.71

---

(8)
Molecular formula: C3H3ClIN
Method: DFT, the ωB97M-V functional and the def2-TZVPD basis

```
9
C3H3ClIN the ωB97M-V functional and the def2-TZVPD basis
C -0.580 1.166 -0.093
C 0.543 0.447 -0.195
Cl 2.136 0.017 0.796
C 0.733 -0.341 -1.350
N 0.529 -1.147 -2.162
H -1.154 1.548 0.715
H -1.113 0.880 -0.998
I -1.148 -1.112 2.111
H 0.055 -1.458 1.176
```

Properties
E_tot = -25269.9740 eV
Spin multiplicity = 1
SMILES = C=C(Cl)C#N.I
ΔE to the lowest compared entry with this formula, charge and spin = 49.3 kcal per mole
Total charge = 0
HOMO level = -0.361 Ha

Atomic partial charges in e from the natural (NBO) method, atoms 1 to 2: C -0.34; C -0.06

---

(9)
Molecular formula: C3H3ClN2O
Method: DFT, the ωB97M-V functional and the def2-TZVPD basis

```
10
C3H3ClN2O the ωB97M-V functional and the def2-TZVPD basis
N 0.155 1.808 -0.172
C -0.315 0.482 -0.027
N -1.608 0.260 -0.329
O -1.532 -1.161 -0.078
C -0.321 -1.685 -0.092
C 0.648 -0.659 0.139
Cl 2.338 -0.448 -0.175
H -0.478 2.488 0.620
H 1.191 1.736 0.104
H -0.078 -2.823 0.010
```

Properties
E_tot = -20706.0492 eV
Spin multiplicity = 1
SMILES = Nc1nocc1Cl
ΔE to the lowest compared entry with this formula, charge and spin = 80.5 kcal per mole
Total charge = 0
HOMO level = -0.348 Ha

Atomic partial charges in e from the natural (NBO) method, atoms 1 to 2: N -0.81; C 0.30

---

(10)
Molecular formula: C3H3ClN2O
Method: DFT, the ωB97M-V functional and the def2-TZVPD basis

```
10
C3H3ClN2O the ωB97M-V functional and the def2-TZVPD basis
C 1.928 -1.444 -0.185
C -0.345 -0.072 0.520
C 1.022 -1.166 -1.052
N 2.732 -1.625 0.670
N -0.100 -0.486 -0.589
O -0.825 0.425 1.461
Cl -4.204 3.162 0.520
H -4.784 4.014 -0.297
H 1.038 -1.601 -2.077
H 3.538 -1.207 1.028
```

Properties
E_tot = -20707.5994 eV
Spin multiplicity = 1
ΔE to the lowest compared entry with this formula, charge and spin = 44.7 kcal per mole
Total charge = 0
HOMO level = -0.305 Ha

Atomic partial charges in e from the natural (NBO) method, atoms 1 to 2: C 0.42; C 0.85

---

(11)
Molecular formula: C3H3ClO
Method: DFT, the ωB97M-V functional and the def2-TZVPD basis

```
8
C3H3ClO the ωB97M-V functional and the def2-TZVPD basis
C 2.188 0.481 0.065
C 1.002 0.545 0.113
C -1.068 0.100 0.106
O -1.037 -1.227 0.264
Cl -1.661 0.781 -1.355
H 3.243 0.636 0.226
H -1.432 0.544 1.059
H -1.234 -1.861 -0.479
```

Properties
E_tot = -17724.6707 eV
Spin multiplicity = 1
ΔE to the lowest compared entry with this formula, charge and spin = 87.1 kcal per mole
Total charge = 0
HOMO level = -0.361 Ha

Atomic partial charges in e from the natural (NBO) method, atoms 1 to 2: C -0.39; C -0.14

---

(12)
Molecular formula: C3H3ClO
Method: DFT, the ωB97M-V functional and the def2-TZVPD basis

```
8
C3H3ClO the ωB97M-V functional and the def2-TZVPD basis
C 0.496 1.772 -0.056
C 0.099 0.559 0.057
Cl 1.121 -0.826 0.013
C -1.381 0.250 0.072
O -1.701 -0.879 -0.092
H -0.220 2.524 -0.067
H 1.501 1.990 -0.149
H -2.017 1.081 0.277
```

Properties
E_tot = -17728.2009 eV
Spin multiplicity = 1
SMILES = C=C(Cl)C=O
ΔE to the lowest compared entry with this formula, charge and spin = 5.7 kcal per mole
Total charge = 0
HOMO level = -0.379 Ha

Atomic partial charges in e from the natural (NBO) method, atoms 1 to 2: C -0.35; C -0.14

---

The calculation returns the following max |F| values, one per record and in order: 4.4; 7.0; 4.3; 5.9; 2.7; 1.8; 3.5; 2.7; 5.4; 2.7; 5.5; 2.9 eV/Å.